# C20H19N3O5

A single C20H19N3O5 molecule at a distorted geometry (ωB97M-V with the def2-TZVPD basis set, OMol25).

Last column: Mulliken charge in e.
CARTESIAN COORDINATES (ANGSTROEM)
C1 3.0226 0.3424 2.1789  -1.65
C2 2.8159 -0.0586 0.7132  1.66
C3 4.0486 -0.7296 0.1372  -0.41
C4 5.2470 -0.0269 0.0899  -0.15
C5 6.3838 -0.6210 -0.4271  -0.86
C6 6.3382 -1.9216 -0.9002  -0.37
C7 5.1445 -2.6200 -0.8664  -0.75
C8 4.0030 -2.0270 -0.3547  -0.20
N1 1.6151 -0.8485 0.5553  0.02
C9 0.6536 -0.2241 -0.1577  0.03
O1 -0.4639 -0.5968 -0.4055  -0.65
N2 1.2198 0.9746 -0.6158  0.24
C10 0.4050 1.9748 -1.2585  -0.83
C11 -0.7511 2.3083 -0.3021  0.53
O2 -0.5475 2.5186 0.8738  -0.67
N3 -1.9626 2.3720 -0.8840  -0.17
C12 -3.1772 2.5203 -0.0992  -1.27
C13 -3.8372 1.1821 0.1162  0.54
C14 -3.2925 0.2961 1.0337  -0.29
C15 -3.8244 -0.9736 1.2323  -1.10
C16 -4.9189 -1.3172 0.4768  1.01
C17 -5.4715 -0.4319 -0.4490  0.91
C18 -4.9473 0.8203 -0.6516  -1.20
O3 -6.5479 -1.0230 -1.0593  -0.49
C19 -6.6520 -2.3111 -0.4920  -0.25
O4 -5.6374 -2.4845 0.4725  -0.49
C20 2.4693 1.1880 -0.1146  0.41
O5 3.1556 2.1566 -0.3056  -0.67
H1 3.8244 1.0703 2.2543  0.33
H2 3.2796 -0.5332 2.7716  0.41
H3 2.1099 0.7889 2.5690  0.44
H4 5.2826 0.9944 0.4339  0.38
H5 7.3084 -0.0645 -0.4621  0.38
H6 7.2271 -2.3860 -1.3001  0.39
H7 5.0969 -3.6314 -1.2421  0.39
H8 3.0750 -2.5783 -0.3476  0.40
H9 1.4198 -1.6605 1.1152  0.31
H10 1.0339 2.8576 -1.4023  0.37
H11 0.0457 1.6015 -2.2202  0.40
H12 -2.0792 2.0016 -1.8141  0.31
H13 -3.8483 3.2067 -0.6217  0.43
H14 -2.8745 2.9577 0.8547  0.37
H15 -2.4275 0.6003 1.6009  0.47
H16 -3.3988 -1.6617 1.9422  0.43
H17 -5.3832 1.4942 -1.3712  0.40
H18 -6.5438 -3.0716 -1.2826  0.25
H19 -7.6386 -2.4245 -0.0142  0.24

Calculated values
* HOMO energy: -0.2937 hartree
* gap between HOMO and LUMO: 0.320 hartree
* maximum force: 1.26 eV Å⁻¹
* LUMO energy: 0.721 eV
* relative energy (zero: lowest compared OMol25 entry of this formula, charge and spin): 38.89 kJ/mol
* structure (SMILES): C[C@@]1(c2ccccc2)NC(=O)N(CC(=O)NCc2ccc3c(c2)OCO3)C1=O



# C21H22O5

A single C21H22O5 molecule (ωB97M-V with the def2-TZVPD basis set, OMol25).

Last column: Mulliken charge in e.
CARTESIAN COORDINATES (ANGSTROEM)
O1 -1.8256 -1.8850 3.1758  -0.58
C1 -2.4021 -1.5833 2.1661  -0.08
O2 -3.7370 -1.6349 2.0540  -0.43
C2 -1.7554 -1.0852 0.9064  -0.12
C3 -0.2369 -1.3383 0.7995  -0.73
C4 0.2277 -2.3034 -0.2425  0.45
C5 1.0672 -3.3562 0.0992  -0.45
C6 1.5036 -4.2511 -0.8619  -0.67
C7 1.1052 -4.1041 -2.1792  -0.45
C8 0.2676 -3.0586 -2.5298  -0.83
C9 -0.1677 -2.1644 -1.5691  -0.16
C10 -0.0246 0.1697 0.4980  0.07
C11 1.0168 0.8376 1.3538  0.07
O3 0.7961 1.5669 2.2821  -0.62
O4 2.2463 0.4807 0.9508  -0.23
C12 3.3542 1.0495 1.6544  -0.69
C13 3.7693 2.3901 1.0499  -0.46
C14 4.2829 2.2460 -0.3870  -0.48
O5 3.2822 1.8710 -1.2988  -0.53
C15 -1.4897 0.4447 0.8750  0.06
C16 -2.3090 1.2686 -0.0714  -0.21
C17 -1.7382 2.3523 -0.7280  -0.31
C18 -2.4909 3.1210 -1.5978  -0.78
C19 -3.8232 2.8174 -1.8200  -0.48
C20 -4.4016 1.7471 -1.1596  -0.74
C21 -3.6501 0.9773 -0.2892  -0.35
H1 -4.1368 -1.9263 2.8889  0.36
H2 -2.3223 -1.4264 0.0409  0.83
H3 0.1628 -1.6103 1.7791  0.76
H4 1.3783 -3.4754 1.1271  0.39
H5 2.1562 -5.0647 -0.5814  0.40
H6 1.4456 -4.8012 -2.9304  0.39
H7 -0.0475 -2.9387 -3.5560  0.40
H8 -0.8213 -1.3525 -1.8565  0.34
H9 0.2011 0.3430 -0.5549  0.73
H10 3.0743 1.1819 2.7041  0.37
H11 4.1587 0.3147 1.5715  0.39
H12 4.5557 2.8204 1.6700  0.39
H13 2.9106 3.0640 1.0609  0.25
H14 4.6591 3.2087 -0.7419  0.37
H15 5.1113 1.5210 -0.4059  0.26
H16 2.8843 1.0499 -0.9811  0.36
H17 -1.5367 0.8790 1.8792  0.63
H18 -0.7027 2.6022 -0.5495  0.48
H19 -2.0348 3.9595 -2.1031  0.40
H20 -4.4097 3.4160 -2.5011  0.38
H21 -5.4430 1.5102 -1.3213  0.40
H22 -4.1100 0.1499 0.2306  0.40

Calculated values
* HOMO energy: -0.3380 hartree
* gap between HOMO and LUMO: 0.362 hartree
* maximum force: 0.78 eV Å⁻¹
* LUMO energy: 0.659 eV
* relative energy (zero: lowest compared OMol25 entry of this formula, charge and spin): 3.19 kJ/mol
* structure (SMILES): O=C(O)[C@@H]1[C@@H](c2ccccc2)[C@H](C(=O)OCCCO)[C@H]1c1ccccc1